{
  "formula": "C69H181N11O27",
  "method": "ωB97M-V with the def2-TZVPD basis set",
  "symbols": ["C", "C", "C", "O", "H", "H", "H", "H", "H", "H", "H", "H", "O", "H", "H", "O", "H", "H", "O", "H", "H", "O", "H", "H", "C", "O", "C", "C", "N", "C", "C", "O", "C", "H", "H", "H", "H", "H", "H", "H", "H", "H", "H", "H", "H", "H", "H", "H", "C", "O", "C", "C", "N", "C", "C", "O", "C", "H", "H", "H", "H", "H", "H", "H", "H", "H", "H", "H", "H", "H", "H", "H", "C", "O", "C", "C", "N", "C", "C", "O", "C", "H", "H", "H", "H", "H", "H", "H", "H", "H", "H", "H", "H", "H", "H", "H", "C", "O", "C", "C", "N", "C", "C", "O", "C", "H", "H", "H", "H", "H", "H", "H", "H", "H", "H", "H", "H", "H", "H", "H", "C", "O", "C", "C", "N", "C", "C", "O", "C", "H", "H", "H", "H", "H", "H", "H", "H", "H", "H", "H", "H", "H", "H", "H", "C", "O", "C", "C", "N", "C", "C", "O", "C", "H", "H", "H", "H", "H", "H", "H", "H", "H", "H", "H", "H", "H", "H", "H", "C", "O", "C", "C", "N", "C", "C", "O", "C", "H", "H", "H", "H", "H", "H", "H", "H", "H", "H", "H", "H", "H", "H", "H", "C", "O", "C", "C", "N", "C", "C", "O", "C", "H", "H", "H", "H", "H", "H", "H", "H", "H", "H", "H", "H", "H", "H", "H", "C", "O", "C", "C", "N", "C", "C", "O", "C", "H", "H", "H", "H", "H", "H", "H", "H", "H", "H", "H", "H", "H", "H", "H", "C", "O", "C", "C", "N", "C", "C", "O", "C", "H", "H", "H", "H", "H", "H", "H", "H", "H", "H", "H", "H", "H", "H", "H", "C", "O", "C", "C", "N", "C", "C", "O", "C", "H", "H", "H", "H", "H", "H", "H", "H", "H", "H", "H", "H", "H", "H", "H"],
  "xyz": [[3.9966, 5.8874, 1.6973], [2.9618, 5.2248, 0.7732], [2.8036, 6.0484, -0.4713], [3.2585, 3.9017, 0.4140], [4.1603, 5.3744, 2.6309], [3.6809, 6.8911, 1.9200], [4.8891, 5.8902, 1.1497], [1.9912, 5.1700, 1.2656], [2.4824, 7.0546, -0.2537], [2.1723, 5.5654, -1.2207], [3.7864, 6.0099, -0.9356], [2.9908, 3.3055, 1.1483], [-0.4782, 3.6746, 2.0533], [-0.4346, 2.9544, 1.3574], [-1.2326, 3.4408, 2.6494], [1.8855, 2.4394, 2.5493], [1.0747, 2.9817, 2.3595], [1.6174, 1.5867, 2.1137], [0.0068, -5.5023, -2.8496], [0.0767, -4.5677, -2.6410], [0.8089, -5.8520, -3.2495], [-5.0838, 0.2624, 3.1090], [-5.3880, -0.5537, 3.5522], [-5.6573, 0.5747, 2.3809], [0.5064, 4.0382, 6.0223], [-0.8670, 4.0381, 5.6031], [-1.3270, 2.7001, 5.4458], [-2.6948, 2.6797, 4.8238], [-2.7046, 3.5685, 3.6189], [-4.0124, 3.7284, 3.0459], [-4.0204, 4.8344, 2.0231], [-3.5234, 6.0517, 2.5800], [-2.6769, 6.8049, 1.7487], [0.6463, 3.7342, 7.1049], [0.8525, 5.0483, 5.9747], [1.1701, 3.4547, 5.3314], [-1.1990, 2.1639, 6.4373], [-0.7069, 2.1464, 4.7528], [-3.4244, 3.0134, 5.6637], [-3.0741, 1.7330, 4.5769], [-2.4056, 4.4721, 3.9800], [-4.7621, 3.9896, 3.8182], [-4.4084, 2.8128, 2.6101], [-4.9968, 5.0834, 1.5999], [-3.4003, 4.4761, 1.2215], [-3.1116, 6.9388, 0.7147], [-1.7141, 6.2997, 1.6456], [-2.5658, 7.7871, 2.2122], [-9.3683, 1.5996, -3.0528], [-8.0944, 1.9384, -3.4466], [-7.7033, 3.3412, -3.3930], [-6.3621, 3.4238, -4.0532], [-5.3418, 3.2468, -3.0608], [-3.8701, 3.4054, -3.3256], [-3.4532, 2.5282, -4.4720], [-3.5517, 1.1215, -4.1286], [-2.8103, 0.2798, -4.9299], [-10.0335, 2.4336, -2.6986], [-9.1650, 0.8600, -2.2308], [-9.8341, 1.1302, -3.9070], [-7.8045, 3.6983, -2.4180], [-8.3903, 3.9072, -4.0357], [-6.3170, 4.4761, -4.5566], [-6.4039, 2.7323, -4.8721], [-5.4561, 2.3597, -2.6758], [-3.2805, 3.1598, -2.4219], [-3.8721, 4.4749, -3.6782], [-2.4176, 2.7763, -4.7971], [-4.0604, 2.7238, -5.3681], [-1.7998, 0.6425, -5.0626], [-3.2945, 0.0791, -5.9412], [-2.7452, -0.6003, -4.3429], [4.6526, 1.1518, -0.3263], [5.0908, -0.1416, -0.6154], [4.3956, -1.1230, 0.0745], [4.8402, -2.4490, -0.3785], [6.2313, -2.5525, 0.0453], [6.9068, -3.7383, -0.3331], [8.3630, -3.7740, 0.3023], [8.2214, -3.9730, 1.6941], [9.5582, -4.1750, 2.2072], [3.7156, 1.4502, -0.8088], [5.4764, 1.8227, -0.5489], [4.4973, 1.1506, 0.7410], [3.3572, -1.2117, -0.1338], [4.5774, -1.0284, 1.1390], [4.7582, -2.6591, -1.4618], [4.2678, -3.2092, 0.1865], [6.7593, -1.7195, -0.1225], [7.0697, -3.8016, -1.4373], [6.3373, -4.6098, 0.0474], [8.8562, -2.8157, 0.1610], [8.8512, -4.5788, -0.1798], [10.2375, -3.3179, 2.0842], [9.9593, -5.0328, 1.6378], [9.5774, -4.5283, 3.2938], [-3.7443, -3.5132, -4.3137], [-2.8616, -2.7117, -3.5389], [-2.6243, -3.0576, -2.2305], [-1.4499, -2.2080, -1.7386], [-0.2699, -2.4461, -2.5721], [0.9427, -1.9689, -1.9473], [2.1088, -2.0259, -2.9072], [1.8033, -1.5049, -4.1737], [2.9051, -1.1343, -4.9768], [-3.7792, -3.0735, -5.2763], [-4.7580, -3.3907, -3.8525], [-3.5299, -4.5802, -4.2898], [-2.3459, -4.0865, -2.1051], [-3.5539, -2.8447, -1.7139], [-1.2404, -2.3373, -0.6738], [-1.8619, -1.2017, -1.7876], [-0.2486, -2.0429, -3.4882], [1.1211, -2.5801, -1.0326], [0.7484, -0.9614, -1.6126], [2.4932, -3.0532, -3.0266], [2.9004, -1.4121, -2.4117], [2.6243, -0.3826, -5.7515], [3.3231, -1.9991, -5.5216], [3.7496, -0.7520, -4.3235], [1.5730, -0.4063, 5.2949], [0.2403, -0.4710, 5.7890], [-0.1147, -1.7355, 6.3751], [0.6889, -2.0164, 7.6283], [0.0961, -3.1095, 8.3769], [0.4615, -3.1646, 9.7948], [-0.5070, -4.0630, 10.5382], [-0.6724, -5.4005, 10.0813], [0.5854, -6.1742, 10.2499], [2.2588, -0.0624, 6.0935], [1.5523, 0.3905, 4.5393], [1.9325, -1.3359, 4.8299], [0.0280, -2.5975, 5.7409], [-1.1300, -1.6522, 6.7153], [0.8131, -1.1333, 8.2596], [1.7651, -2.1336, 7.3527], [0.2840, -3.9743, 7.9043], [0.2635, -2.1960, 10.2628], [1.4442, -3.4805, 10.0534], [-1.5206, -3.6619, 10.5088], [-0.2759, -4.0566, 11.6125], [1.4936, -5.7535, 9.7078], [0.4524, -7.1792, 9.8188], [0.7499, -6.2067, 11.3054], [-0.3384, -6.1708, 1.4293], [-1.3747, -5.2991, 1.7925], [-2.2693, -5.0909, 0.7063], [-3.4072, -4.1764, 1.0749], [-4.1819, -4.6102, 2.2508], [-4.8528, -3.4660, 2.8434], [-5.5289, -3.8503, 4.1296], [-4.5046, -4.2628, 5.0041], [-4.9732, -4.4938, 6.3180], [-0.8028, -7.1793, 1.3004], [0.2934, -6.1799, 2.2850], [0.0423, -5.9093, 0.3953], [-2.6545, -6.1007, 0.4670], [-1.7223, -4.6802, -0.2144], [-4.1292, -4.0805, 0.2380], [-2.9376, -3.1877, 1.3076], [-3.5543, -4.9287, 2.9118], [-5.5969, -3.0750, 2.1793], [-4.0986, -2.7039, 3.1613], [-6.2379, -4.6895, 4.0221], [-6.1471, -3.0190, 4.5151], [-4.1220, -4.8290, 6.9284], [-5.8372, -5.2516, 6.2583], [-5.4043, -3.6028, 6.7639], [6.4539, -3.4287, -6.1273], [5.9715, -2.7196, -5.0417], [7.1080, -2.2697, -4.2686], [6.6263, -1.0260, -3.5240], [6.5246, 0.0728, -4.4751], [5.7904, 1.1480, -3.7091], [5.4788, 2.3599, -4.5425], [4.4994, 2.0635, -5.5112], [3.9387, 3.2417, -5.9854], [7.1382, -2.8777, -6.8199], [5.5598, -3.7523, -6.7068], [6.9617, -4.3414, -5.7491], [8.0074, -2.0840, -4.8814], [7.3052, -3.0252, -3.5382], [7.3024, -0.8008, -2.6717], [5.6553, -1.2813, -2.9771], [5.9858, -0.1539, -5.3396], [6.4390, 1.4137, -2.8865], [4.8703, 0.6922, -3.3091], [6.3965, 2.7628, -5.0486], [5.0191, 3.1175, -3.7917], [4.6352, 4.0529, -6.2185], [3.1527, 3.6197, -5.2061], [3.3913, 3.0479, -6.9141], [-7.5139, -1.7933, -2.4865], [-6.9561, -1.2904, -1.3118], [-5.9226, -0.3520, -1.5564], [-5.3604, 0.0541, -0.1803], [-6.4289, 0.7221, 0.6349], [-6.9390, 1.9751, 0.1276], [-7.6639, 2.6718, 1.2198], [-8.7756, 1.9247, 1.5893], [-9.3968, 2.1181, 2.7870], [-7.7486, -0.9800, -3.1750], [-8.4994, -2.2334, -2.1938], [-6.8867, -2.5513, -2.9243], [-6.2086, 0.5246, -2.1593], [-5.0985, -0.8502, -2.0497], [-4.5723, 0.7616, -0.1436], [-5.0720, -0.8403, 0.3446], [-7.1595, 0.0012, 0.6464], [-7.4692, 1.8738, -0.8375], [-6.0119, 2.5190, -0.0904], [-7.9561, 3.7160, 0.8801], [-6.9319, 2.7710, 2.0489], [-9.9416, 1.2084, 3.0177], [-10.0905, 3.0175, 2.8319], [-8.7255, 2.2155, 3.6573], [5.0250, 8.8252, -4.7609], [3.7174, 8.2976, -4.5260], [3.6626, 6.9126, -4.7014], [2.2006, 6.5317, -4.3891], [1.2638, 7.3837, -5.0645], [-0.1517, 7.0053, -4.8695], [-0.4994, 6.7988, -3.4071], [-1.7904, 6.2917, -3.2293], [-2.0367, 6.1059, -1.8454], [5.0429, 9.9080, -4.5656], [5.4291, 8.6321, -5.7461], [5.7022, 8.4070, -4.0289], [4.2656, 6.4957, -3.9242], [4.0062, 6.6161, -5.6917], [1.9998, 6.6350, -3.2813], [1.9949, 5.4684, -4.6982], [1.4153, 8.3900, -4.8799], [-0.4834, 6.0674, -5.3101], [-0.6795, 7.8396, -5.3099], [-0.4052, 7.7683, -2.8545], [0.2619, 6.1557, -2.9457], [-3.0593, 5.7579, -1.7005], [-1.9569, 7.0535, -1.2930], [-1.2576, 5.4826, -1.4414], [1.7815, 1.9242, -3.0450], [0.6474, 1.4487, -2.3075], [-0.0577, 2.5462, -1.7471], [-1.1569, 1.9979, -0.8963], [-0.7465, 1.3655, 0.3192], [-1.9122, 0.8471, 0.9781], [-1.4971, -0.0033, 2.1892], [-0.8450, -1.1671, 1.6336], [-0.4306, -2.1133, 2.6228], [1.5431, 2.4614, -4.0711], [2.3640, 1.0574, -3.2867], [2.3595, 2.6202, -2.3984], [-0.4593, 3.2794, -2.4883], [0.6751, 3.1205, -1.0740], [-1.8306, 1.3328, -1.5050], [-1.8602, 2.7917, -0.7255], [-0.0910, 0.6210, 0.2379], [-2.4941, 0.1754, 0.3173], [-2.5545, 1.6676, 1.3833], [-2.3726, -0.3474, 2.8098], [-0.8998, 0.6620, 2.7942], [0.1017, -1.6344, 3.4581], [0.3040, -2.7092, 2.0688], [-1.2405, -2.6885, 3.0663], [4.8837, -4.5094, 3.2181], [4.8276, -5.3812, 2.1201], [3.4473, -5.5380, 1.8272], [3.4516, -6.8083, 0.8609], [4.1708, -6.6675, -0.3867], [3.4277, -5.7629, -1.2932], [4.0840, -5.7098, -2.6498], [4.0497, -6.9516, -3.2968], [4.3548, -6.7804, -4.7319], [5.9237, -4.3234, 3.4910], [4.2709, -4.8585, 4.1026], [4.4927, -3.5856, 2.8860], [3.0772, -4.6267, 1.3679], [2.8500, -5.7695, 2.7016], [2.4504, -7.1388, 0.6552], [3.9174, -7.5261, 1.4958], [5.1548, -6.4736, -0.2706], [3.2980, -4.7013, -0.9993], [2.4444, -6.2381, -1.4703], [5.1210, -5.3728, -2.5510], [3.4815, -4.9254, -3.1598], [5.0797, -5.9735, -4.9143], [3.4425, -6.3620, -5.1441], [4.7707, -7.6708, -5.2541]],
  "forces_ev_per_angstrom": [[-1.403, -0.699, -0.120], [-1.175, 0.234, 1.112], [0.642, -0.864, -0.700], [0.610, -0.951, -0.049], [-0.106, -0.393, 0.290], [-0.046, 0.539, 0.061], [1.622, 0.245, -0.649], [-0.231, 0.332, 0.381], [-0.019, 0.323, -0.089], [-0.413, 0.061, 0.320], [0.292, 0.616, -0.254], [0.080, 0.440, -0.284], [0.468, -0.683, -0.997], [-0.425, 0.610, 0.705], [-0.055, 0.135, -0.207], [-0.628, -1.126, -1.012], [0.270, 0.100, 0.569], [0.560, 1.017, 0.650], [-0.451, -1.022, 0.173], [0.330, 0.724, -0.343], [0.032, 0.455, 0.098], [0.672, -0.201, 0.873], [-0.166, 0.827, -0.814], [-0.439, -0.669, -0.113], [0.033, -0.469, 0.248], [0.702, -0.586, 0.140], [0.732, -0.783, 0.640], [-1.346, 2.558, 1.751], [0.379, -0.770, 1.508], [-1.613, 0.689, 0.734], [0.254, 0.632, -0.201], [-0.188, -0.475, 0.431], [-0.370, -0.059, -0.978], [-0.346, -0.147, -1.155], [0.054, 0.780, -0.119], [-0.704, 0.123, 0.611], [-0.700, 0.381, -0.990], [0.840, -0.012, -0.262], [0.678, 0.076, -1.431], [0.007, -1.577, -0.541], [-0.010, 0.116, -0.266], [0.201, -0.054, 0.068], [0.308, -0.251, -0.196], [-0.254, -0.520, 0.117], [0.642, 0.165, -0.729], [0.263, -0.051, 0.918], [0.178, 0.107, -0.048], [0.096, -0.139, -0.083], [-0.547, -0.562, 1.464], [1.915, 1.682, -0.379], [-1.444, -1.559, -2.552], [0.295, 2.877, -0.336], [1.606, 0.883, 0.776], [-2.412, 0.703, -1.342], [0.963, -0.846, -0.843], [-0.654, 2.471, 0.727], [-0.278, -0.297, -1.307], [0.785, -0.555, -0.183], [-1.148, 0.456, -0.476], [-0.559, -0.354, -0.069], [0.331, 0.677, 1.732], [-0.257, -0.069, 0.131], [0.351, -1.575, 1.005], [0.279, -0.679, -0.592], [-0.385, -1.779, 0.859], [-0.480, 0.545, -0.375], [1.075, -0.867, 0.575], [-0.246, -0.290, 0.367], [-0.153, -0.002, 0.183], [0.433, 0.269, -0.297], [0.535, 0.229, 1.026], [0.086, -1.263, 0.008], [0.160, 0.131, 0.618], [0.127, -0.192, -1.186], [-0.276, -0.461, -0.335], [2.114, -1.269, 0.695], [-0.623, -0.444, 0.569], [1.913, -0.237, 0.233], [-3.347, 0.781, 0.186], [1.561, -0.101, 0.630], [-0.339, -1.472, 0.774], [0.160, -0.116, -0.212], [-0.194, 0.275, -0.198], [-0.235, 0.656, 0.657], [-1.579, 1.191, -0.088], [-0.129, 0.021, 0.444], [-0.437, 0.334, 0.162], [0.166, 0.193, -0.348], [0.084, 0.400, -0.324], [-0.259, -0.315, 0.314], [0.354, 0.295, -0.321], [0.298, 0.151, -0.490], [1.046, -0.902, -0.381], [-0.418, 0.003, -0.011], [0.291, 0.325, 0.197], [-0.513, 0.823, -1.385], [-1.087, 0.480, 2.469], [0.640, 0.129, -2.152], [0.314, 0.095, 0.783], [-0.939, 0.233, -0.875], [0.150, -1.028, 0.935], [-0.606, -0.426, 0.401], [1.278, 0.103, 0.629], [-0.766, 0.655, -0.154], [1.207, 0.003, 0.134], [0.146, 0.095, -1.038], [0.351, -0.235, -0.427], [0.449, -0.021, -0.212], [-0.084, -0.940, -0.191], [-0.156, -0.062, 0.937], [0.174, -0.449, -0.131], [0.423, 0.777, -0.193], [-0.941, 0.209, -0.500], [0.326, 0.265, -0.530], [0.440, 0.765, 0.190], [-0.099, 0.126, 0.156], [-0.069, -0.377, -0.483], [-0.061, -0.396, 0.907], [-0.156, 0.078, 0.251], [-0.906, -0.142, -0.792], [-0.078, 0.937, 0.148], [-0.126, -1.248, -0.239], [0.726, 1.184, 1.121], [1.542, 0.388, 0.208], [0.467, 0.697, 0.439], [-1.891, -0.264, -0.195], [-1.063, -0.406, 0.592], [2.287, -0.656, -0.431], [-0.744, 0.815, -1.441], [-0.104, -0.411, -0.322], [0.179, -0.221, 0.051], [-0.157, 0.067, 0.226], [-0.171, -0.120, -0.879], [-0.653, 0.019, -0.331], [-0.859, 0.164, 0.107], [-0.369, -0.636, -0.035], [-0.035, -0.507, 0.068], [0.331, 0.170, -0.292], [1.300, -0.068, -0.202], [0.020, 0.196, -0.373], [0.413, -0.131, 0.026], [-1.197, -0.055, 0.666], [-0.328, 0.436, 0.363], [0.507, -0.269, 0.707], [-1.663, -0.801, -1.536], [-0.534, 1.354, -0.239], [0.232, -0.912, -0.826], [-0.114, 0.725, 0.598], [-1.062, 0.843, -2.006], [0.588, -0.295, 0.956], [-0.516, -0.619, 0.131], [0.051, 0.481, 0.615], [-0.941, -1.193, -0.458], [0.547, 0.255, 0.105], [1.177, -0.056, 0.129], [0.387, -0.051, 1.300], [-0.063, 0.317, -0.367], [-0.579, -0.548, 1.243], [0.660, 0.089, 0.219], [-0.367, -0.203, -0.428], [1.591, -1.037, 1.701], [-0.245, 0.483, -0.618], [-0.484, 0.082, -0.578], [0.121, 0.078, -0.309], [0.456, 0.077, 0.169], [-0.477, -0.106, -0.249], [1.318, 0.665, 0.406], [0.022, 0.420, 0.061], [-0.612, -1.500, -1.176], [1.231, 1.127, 0.149], [-1.320, 0.755, 0.638], [-0.134, -1.128, -0.194], [-1.054, 1.242, 0.863], [0.469, -1.177, -1.557], [-0.247, 0.983, 1.315], [0.526, -0.230, -0.143], [-2.322, 0.860, 0.517], [-0.420, -0.124, 0.661], [0.652, 0.116, 0.196], [0.035, 0.249, -0.474], [-0.490, 0.048, 0.072], [0.490, -0.789, 0.446], [-0.034, 0.255, -0.705], [0.814, 0.243, -0.876], [0.428, -0.165, 1.214], [0.076, 0.225, 0.315], [0.025, 0.479, 0.134], [-0.673, -0.118, 0.579], [0.885, -0.689, -1.187], [0.302, -0.150, 0.295], [1.349, -0.304, -1.242], [0.044, -0.203, 0.198], [-1.772, -0.020, 0.411], [0.300, 0.899, 0.513], [1.323, 0.032, 0.852], [-2.602, 0.750, 0.074], [-0.014, -2.261, 0.260], [1.280, -0.500, -0.970], [-0.012, 1.949, 0.271], [0.156, -0.835, -1.347], [-0.835, 1.031, 1.916], [0.232, -0.040, -0.322], [0.807, 0.075, -0.299], [0.304, -0.288, -0.443], [-0.389, -0.417, 0.089], [0.305, -0.192, -0.692], [1.141, 0.429, -0.759], [0.237, -0.353, 0.296], [-0.110, 0.649, 0.280], [-0.207, 0.141, 0.459], [-0.283, 0.566, -0.147], [0.191, -0.897, 0.406], [-0.478, 0.040, -0.042], [-0.473, 0.006, -0.191], [0.623, -0.905, -0.291], [0.342, 0.203, -0.373], [-0.417, 0.372, 0.955], [0.758, 1.418, -0.699], [-1.481, 0.196, 0.581], [0.061, -0.384, 0.662], [-0.789, 0.082, -0.900], [0.572, 0.532, 0.636], [0.467, 1.450, 0.721], [-0.319, -0.194, 0.102], [-0.211, 0.953, -0.286], [-0.426, -0.350, -0.247], [-0.207, -0.178, -0.467], [0.426, -0.358, 0.240], [0.789, -0.906, 0.368], [-0.096, -0.105, -0.202], [0.968, -0.471, -0.838], [0.239, 0.879, 0.382], [-0.055, -1.108, -0.001], [0.530, -0.084, -0.837], [-0.688, -0.068, -0.027], [-0.049, -0.356, -0.258], [-0.386, -0.314, 0.003], [0.230, -0.393, -0.080], [0.012, 0.110, -0.212], [0.081, -0.795, 0.460], [-0.543, 0.951, -0.795], [0.308, 1.072, -0.929], [1.107, 0.582, 0.942], [-0.854, -0.659, -1.727], [-0.519, 1.046, 0.750], [-0.953, -0.967, 1.595], [-1.398, -0.732, -0.831], [-0.071, 0.825, 1.074], [1.001, 0.641, -0.393], [-0.001, -0.918, 2.013], [0.410, -0.402, -0.137], [-0.154, -0.265, -0.454], [0.264, -0.665, 0.094], [-0.861, -0.469, -0.769], [0.769, -0.024, 0.050], [-0.156, 0.808, 0.882], [0.611, -0.546, -0.713], [-0.026, 0.434, 0.067], [0.322, -0.413, -0.547], [0.569, 0.495, -0.672], [0.924, -0.266, 0.558], [-0.138, 0.158, -0.255], [-0.381, -0.463, 0.436], [-0.237, -0.206, -0.337], [0.656, -0.366, 0.917], [-0.762, -0.147, 0.865], [0.772, -1.889, -2.169], [0.264, 1.722, 0.853], [-1.462, 0.634, -0.054], [0.756, -1.273, -0.309], [-0.367, 0.643, 0.163], [0.710, -0.301, -1.791], [0.001, 0.662, 1.015], [-0.057, -0.281, 0.058], [0.703, 0.117, -0.799], [-0.615, 1.466, -0.077], [-0.311, 0.262, -0.173], [-0.060, -0.045, 0.413], [-0.589, -0.108, -0.155], [0.446, -0.917, 0.241], [-0.069, 0.350, 0.034], [-0.019, -0.490, 0.367], [0.182, 0.405, 0.385], [0.099, 0.256, -0.131], [0.521, -0.361, -0.454], [0.218, -0.159, 0.497], [-0.284, -0.485, -0.671], [-0.821, 0.286, 0.846]],
  "mulliken_charge": [-1.87, 1.39, -0.98, -0.16, 0.40, 0.42, 0.43, -0.13, 0.44, -0.28, 0.29, 0.18, -0.77, 0.28, 0.30, -0.86, 0.73, 0.16, -0.75, 0.32, 0.21, -0.59, 0.11, 0.30, -0.59, -0.43, 0.31, -1.02, -0.22, -0.54, -0.18, -0.48, -0.46, 0.26, 0.30, 0.16, 0.45, -0.36, 0.36, 0.36, 0.40, 0.62, -0.32, 0.62, -0.20, 0.19, 0.14, 0.33, -0.79, -0.26, -0.70, -0.59, 0.33, 0.76, -1.03, 0.11, -0.23, 0.35, 0.19, 0.26, 0.32, 0.52, 0.33, 0.37, -0.42, -0.92, 0.26, 0.56, 0.38, 0.36, 0.17, -0.36, -1.12, -0.39, -0.83, 1.99, -0.09, 0.62, -1.12, -0.17, -0.83, 0.27, 0.44, 0.58, -0.02, 0.89, -0.41, -1.35, 0.38, -0.30, -0.32, 0.47, 0.55, 0.30, 0.35, 0.23, -0.84, -0.25, -1.31, 1.71, 0.12, 0.26, 1.01, -0.49, -0.83, 0.30, 0.08, 0.34, 0.95, 0.13, -0.50, -1.05, 0.26, 0.28, -0.50, -0.36, -0.10, 0.26, 0.28, 0.29, -0.72, -0.02, -0.19, -0.91, -0.04, -0.60, -0.77, -0.33, -0.68, 0.35, -0.20, 0.48, 0.16, 0.26, 0.46, 0.25, 0.22, 0.38, 0.35, 0.35, 0.42, 0.25, 0.25, 0.32, -0.68, -0.25, -0.37, 0.70, -0.56, 0.17, -0.94, -0.21, -0.77, 0.33, 0.28, 0.18, 0.54, -0.08, 0.27, -0.69, 0.43, 0.27, -0.16, 0.46, 0.41, 0.20, 0.28, 0.31, -0.98, 0.09, -1.20, 0.59, -0.46, 0.45, -0.67, -0.26, -0.49, 0.32, 0.22, 0.34, 0.49, 0.22, 0.38, -0.34, 0.42, 0.41, -0.67, 0.40, 0.22, 0.35, -0.07, 0.31, -0.59, -0.45, 0.53, -0.19, 0.54, 0.81, -0.63, -0.32, -0.83, 0.25, 0.30, 0.08, -0.26, 0.24, 0.16, -0.26, 0.28, -0.87, 0.22, 0.40, 0.05, 0.28, 0.26, 0.30, -0.82, -0.37, -0.76, -0.06, -0.29, -1.05, 0.92, -0.39, -0.55, 0.26, 0.31, 0.32, 0.38, 0.51, 0.00, 0.31, 0.31, 0.27, 0.41, 0.14, -0.57, 0.25, 0.53, 0.07, 0.06, 0.72, -0.26, 0.11, 1.53, 1.59, -0.93, 0.46, -0.14, 0.20, -0.93, 0.21, 0.13, -0.48, 0.25, -0.67, -0.01, -1.29, -0.37, 0.31, -0.52, -0.71, 0.27, 0.22, -0.67, -0.31, 0.09, -1.40, -0.35, 0.71, -0.71, -0.49, -0.52, 0.26, 0.34, 0.16, -0.20, 0.76, 0.45, 0.50, 0.36, -0.50, 0.52, 0.25, 0.31, 0.01, 0.30, 0.31],
  "homo_lumo_gap_ev": 8.9,
  "homo_ev": -8.40,
  "largest_force_ev_per_a": 3.4
}